Here is a molecular structure, C14H18N3OSi2W from the OMol25 dataset. Energies are from ωB97M-V/def2-TZVPD.

The calculation puts the LUMO energy at -5.3 eV. As for the total charge: +1. The energy above the lowest of the compared OMol25 structures with the same formula, charge and spin comes out at 180.1 kJ/mol.

Element x y z (Å)
H (-0.2355, 3.2889, 1.2672)
H (-3.9595, 0.1221, 5.1126)
C (2.3070, -0.4533, -1.9400)
H (-1.6456, 3.2487, 2.3182)
N (2.3950, -0.8810, -5.5121)
H (-0.1458, 2.4589, 2.8277)
W (0.4532, -0.5508, 0.3827)
H (-2.0593, -4.3935, 0.6298)
C (-1.6175, -1.6080, 2.5257)
Si (-0.4779, -2.6795, 1.4365)
C (1.6166, -0.1624, 1.7784)
H (0.0845, -4.5624, 2.9207)
C (-2.6057, 1.3653, -0.1917)
Si (-1.3275, 1.0938, 1.1398)
H (-1.9660, -3.3740, 3.7041)
N (0.2836, -0.9465, -2.7895)
C (0.6473, -3.7452, 2.4649)
C (1.5406, -0.7456, -3.0908)
H (-2.8702, 0.4324, -0.6914)
C (-2.1845, -2.3172, 3.5908)
H (2.6524, 0.0736, 1.9808)
C (1.9983, -0.8307, -4.4376)
H (-0.7401, -4.1762, -0.5202)
H (0.9567, -0.2387, 2.6642)
H (-2.0632, -3.0022, -0.4538)
H (-3.5160, 1.7814, 0.2461)
C (-2.7380, 0.3667, 3.3705)
H (1.1168, -3.1650, 3.2594)
C (-0.7893, 2.6669, 1.9728)
H (-2.2468, 2.0699, -0.9441)
H (-2.9614, 1.4272, 3.3149)
H (-3.4625, -2.3037, 5.3100)
C (-3.3078, -0.3648, 4.3996)
C (-1.4224, -3.6478, 0.1485)
C (-1.9028, -0.2206, 2.4106)
O (-0.1007, -0.8649, -1.5589)
H (1.4319, -4.1893, 1.8508)
N (2.2327, -0.3135, -0.7958)
C (-3.0289, -1.7182, 4.5104)

natural (NBO) atomic charge list, values in e, 8 entries:
1 H 0.26
2 H 0.23
3 C 0.50
4 H 0.26
5 N -0.16
6 H 0.26
7 W 0.89
8 H 0.26

***

Here is 10 unconnected molecules or ions with the total composition C62H71BBrF6I2N11O9P at a distorted geometry from the OMol25 dataset. Energies are from ωB97M-V/def2-TZVPD.

The calculation puts the LUMO energy at -4.7 eV. As for the total charge: +1.

Element x y z (Å)
C (0.8941, 5.3493, 4.7230)
C (-2.6671, 2.7778, 0.5971)
H (-0.2213, 3.0964, 6.7206)
H (-5.7777, -4.0772, 1.5759)
H (-4.7592, -3.6654, -4.5143)
H (8.5104, 1.2283, -2.1400)
H (-2.0019, 6.4521, -5.4535)
F (1.4377, 3.4722, 3.4522)
C (-4.0075, -1.9110, -2.4686)
H (4.7736, 5.6630, 8.7168)
H (9.9347, -2.8588, -2.0794)
N (8.5539, -1.7675, -0.8758)
H (-2.3354, 4.1970, -1.9514)
H (1.3536, -3.3516, -2.4230)
C (2.7764, 6.4114, -0.5334)
H (2.9950, 8.9273, 6.7934)
H (1.3602, -7.8220, 4.0911)
H (-6.0063, -3.5555, -0.1075)
H (6.6600, 3.7358, -0.1769)
H (-8.0345, -7.7404, 3.0740)
C (-2.4859, -0.1225, -1.7410)
H (1.0226, 1.4350, -2.2568)
H (2.1397, -6.2569, -5.5335)
C (-8.2065, -4.6739, 3.8907)
F (2.2083, 5.2905, 5.0555)
H (2.4501, -9.1721, 0.0781)
H (1.3175, 2.2059, 1.3870)
N (6.5974, 3.9329, -1.1588)
C (3.9199, -10.3007, -1.1839)
O (-7.0163, -0.5158, -1.8391)
H (4.9589, -12.1906, -1.7516)
C (-4.4942, -2.6466, -4.8276)
H (-4.3972, -2.7194, -1.8546)
H (-7.6095, -4.8260, 6.0458)
C (9.4477, -1.9159, -1.9011)
C (1.8686, 7.2221, -2.4269)
N (-2.3189, 4.4339, -2.9223)
H (-6.8897, -2.7249, -7.0071)
B (-6.1808, -0.6539, -0.7569)
H (-1.8876, 6.5165, -2.7515)
H (0.7238, -5.8435, -1.5956)
O (0.4871, 3.4415, 6.1558)
Br (0.3310, -0.7498, 0.4952)
C (-7.8015, -5.3032, 5.0999)
H (3.8595, 7.6805, -3.3179)
H (1.1852, -7.1968, -0.0416)
H (-4.8489, -1.3507, 1.4762)
I (3.8436, 0.7651, 1.6377)
H (-8.3835, -3.6223, 3.7362)
O (-0.7496, 5.4726, 0.7751)
H (4.7541, 6.7647, -1.1774)
C (-6.5207, -2.5004, -6.0151)
C (-2.4401, 4.2813, -5.1303)
C (-0.8242, 1.5603, -1.0929)
C (-2.0809, 5.6898, -3.4139)
C (-2.1410, 1.0350, -1.0111)
C (1.6972, -7.2898, 2.0044)
C (-2.1455, 5.6257, -4.7789)
C (1.0205, -7.8187, 3.0694)
H (-1.7643, -0.6386, -2.3455)
N (4.4752, 6.5988, 8.5167)
H (-4.9306, -0.6800, -4.0372)
C (3.5387, 8.3290, 7.5052)
H (-6.2944, -1.9567, 2.2148)
C (-3.7399, -0.6643, -1.6797)
O (-5.4511, 1.6855, 0.5539)
H (1.2306, -7.3941, -3.5018)
H (-7.7442, 0.0956, -1.6758)
C (-0.2200, -8.1401, 1.2216)
C (1.8318, 2.7913, 0.6360)
N (1.3779, -6.4025, -3.5490)
H (6.6592, 5.8282, -3.8056)
H (4.2144, 9.7948, 9.0589)
C (2.7082, -11.3064, 0.4220)
O (1.2095, -1.2556, -2.0288)
H (2.8923, 1.5137, -0.8106)
N (-8.0257, -6.8493, 3.5339)
C (-4.9223, -1.7105, -3.6959)
C (-5.4965, -3.3477, 0.8274)
N (0.9346, -7.4860, 0.8846)
P (-3.5368, 3.8160, 1.8490)
C (-0.1977, -8.3594, 2.5722)
H (8.2907, -2.4885, -0.2309)
F (-1.4460, 5.2675, 3.4530)
H (2.2652, -3.6138, -4.9685)
C (6.7326, 5.1718, -1.7267)
C (6.3689, 3.6555, -3.3439)
C (-4.7087, -0.0266, -0.8701)
C (1.9214, -4.4003, -4.3181)
C (-8.3371, -5.6556, 2.9443)
C (-6.3761, 2.1891, -0.2072)
C (-2.5442, 3.5678, -3.9668)
C (8.0764, -0.4853, -0.8652)
C (3.7388, 6.9767, 7.4260)
H (4.3339, -9.5588, -1.8464)
H (-0.9663, -8.8538, 3.1418)
F (1.4459, 5.4238, 2.4491)
H (-6.9839, -1.5695, -5.6828)
C (-3.1052, 1.6569, -0.1956)
C (0.8727, 3.2157, -0.5020)
H (7.3561, -0.1660, -0.1310)
H (3.8661, 2.7786, -0.0597)
C (3.2313, 7.3109, -2.5263)
H (-4.3969, 2.9609, 3.5960)
H (6.2233, 3.1961, -4.3067)
H (3.0040, 5.9916, 0.4326)
C (0.6451, -0.4449, -1.3937)
H (-7.4298, -7.4668, 5.4857)
F (0.5595, 6.6207, 4.5940)
H (1.1605, 7.5304, -3.1773)
C (-1.3827, 3.2118, 0.4926)
N (-0.4786, 2.6222, -0.3796)
C (1.1189, -5.5139, -2.5407)
H (-5.9204, -2.0164, -3.4148)
F (-0.9988, 3.1476, 3.3580)
H (-3.4169, -2.6351, -4.9753)
C (0.0962, 4.6716, 5.8426)
N (-7.1541, 2.6343, -0.9223)
C (-5.7605, -1.9078, 1.2714)
C (4.2575, -11.6275, -1.1608)
N (3.7720, 6.8199, -1.3733)
C (8.6756, 0.1938, -1.8912)
C (1.8694, -5.7320, -4.6338)
O (-6.6492, -1.2261, 0.3730)
C (4.7437, 7.6929, 9.2929)
H (-4.4318, -3.4526, 0.6242)
H (-0.9534, -8.3925, 0.4752)
H (2.0462, -11.5851, 1.2235)
C (3.0785, 2.0582, 0.1070)
H (10.1722, -0.5095, -3.4024)
C (-0.9076, 4.4233, 1.3225)
H (3.5547, -13.2037, 0.0530)
H (3.4260, 6.2561, 6.6953)
H (6.2446, 1.9627, -1.8960)
N (3.5144, -12.2301, -0.1837)
H (6.9198, 6.0410, -1.1173)
C (2.9349, -10.0967, -0.1771)
H (-2.5653, 3.8857, -6.1240)
C (0.8070, 4.6490, 3.3274)
O (-4.4174, 2.7219, 2.6603)
O (-5.1162, -2.3650, -6.0474)
C (6.5979, 5.0333, -3.0816)
H (1.3423, 2.9299, -1.4285)
C (6.3744, 3.0040, -2.1394)
I (-5.0659, 5.3011, 0.6465)
H (-0.3432, 0.6271, -2.9263)
H (0.6012, 6.4361, -0.7609)
C (4.1769, 8.7836, 8.6911)
H (0.7949, 4.2906, -0.5497)
H (5.3120, 7.6021, 10.2022)
C (1.5773, 6.6489, -1.1604)
O (-0.8124, 5.2463, 6.3598)
C (0.1461, 0.8615, -1.9909)
C (-7.7015, -6.6446, 4.8468)
H (-6.8343, -3.2704, -5.3088)
C (1.4449, -4.2603, -2.9858)
H (-2.7622, 2.5290, -3.7949)
H (-8.6251, -5.6082, 1.9081)
C (-0.6545, 4.3628, 2.8696)
H (2.2065, 3.7200, 1.0410)
H (2.6512, -6.7950, 1.9460)
H (-3.0459, -2.2612, -2.8402)
C (-4.4014, 1.1148, -0.1821)
C (9.5464, -0.7150, -2.5508)

Löwdin atomic charge list, values in e, 8 entries:
1 C -0.38
2 C -0.22
3 H 0.15
4 H 0.07
5 H 0.13
6 H 0.07
7 H 0.10
8 F 0.14

***

> What is the formula in the second record?

C62H71BBrF6I2N11O9P

***

> What is the total charge in the first record?

+1

***

> Which formula does entry 1 have?

C14H18N3OSi2W